C22H24Br2N2O7Ti | ωB97M-V/def2-TZVPD

The geometry in XYZ format:
```
58
Properties=species:S:1:pos:R:3:forces:R:3
Br 4.0621 0.7065 -5.2512 -0.02 0.01 0.03
Br -5.1200 -1.7447 2.2314 -0.01 0.00 0.00
Ti 0.0900 0.3553 1.3181 -0.63 -0.14 0.85
O 1.5208 0.9836 2.6377 0.08 -0.06 -0.24
O 0.1468 1.8999 0.1071 -0.10 0.13 0.05
O -2.7966 -0.3793 3.5864 0.03 0.07 0.02
O -1.1301 -0.6791 -0.1444 0.14 0.25 -0.03
O -0.9674 3.2577 -1.2807 -0.22 -0.30 -0.07
O 1.4836 -0.5416 -0.0030 0.07 -0.02 0.08
O -1.3939 0.8512 2.3666 0.09 -0.17 -0.27
N 1.5338 -0.8174 4.0340 0.09 0.00 0.10
N 1.8321 -1.7340 -1.8800 0.29 0.34 -0.20
C 2.4064 -0.1321 4.9886 -0.07 -0.04 0.02
C -5.6525 0.2478 0.3383 0.04 0.03 0.00
C 1.4202 -2.1674 -3.2106 0.07 0.01 0.03
C 3.2584 -1.8667 -1.5916 -0.06 -0.06 -0.09
C -4.7523 -0.1174 1.3285 0.07 0.02 0.04
C 3.2116 1.4220 -2.6338 0.02 0.05 0.04
C 0.8836 -2.0834 4.3730 0.02 0.05 0.03
C -0.4351 -0.9291 -1.3395 -0.05 -0.04 -0.08
C 2.2827 1.8186 -1.6825 0.04 -0.01 -0.02
C 1.1506 -0.1891 2.9490 0.04 0.10 -0.07
C -3.3980 1.7823 0.7902 -0.03 -0.02 -0.02
C -5.4264 1.3888 -0.4160 -0.07 -0.03 -0.03
C -4.2934 2.1548 -0.1960 0.04 0.05 -0.01
C 1.5585 1.7417 -4.3695 0.00 0.02 0.02
C -2.5811 0.3129 2.6231 0.01 0.02 -0.05
C -0.7810 -1.5041 1.0112 0.02 0.04 -0.18
C 0.6520 2.1726 -3.4104 -0.01 -0.01 -0.06
C 0.9964 2.1808 -2.0645 -0.18 -0.28 -0.06
C -0.0695 2.4780 -1.0306 0.56 0.62 0.19
C 2.8272 1.3595 -3.9628 0.00 -0.01 -0.05
C 1.0556 -1.0344 -1.0605 -0.08 -0.51 0.01
C -3.6152 0.6527 1.5809 0.02 -0.03 -0.02
H -0.1785 -1.9336 4.5658 -0.01 0.01 0.01
H 1.8993 0.7296 5.4237 -0.01 0.00 0.02
H -1.7013 -1.7831 1.5133 -0.04 -0.02 0.02
H 3.3047 0.2191 4.4851 0.00 0.01 -0.02
H 0.4365 -1.7942 -3.4688 -0.05 0.02 0.02
H -4.0862 3.0315 -0.7951 -0.01 -0.01 0.01
H -2.4990 2.3620 0.9409 0.01 0.02 0.01
H 1.4224 -3.2561 -3.2730 0.00 -0.01 0.01
H 1.2854 1.7005 -5.4149 0.00 0.01 0.00
H 3.4637 -1.4796 -0.6017 0.00 0.01 0.06
H -0.3452 2.4884 -3.6931 0.02 -0.01 0.01
H 1.0002 -2.7933 3.5568 -0.01 0.00 -0.03
H 3.8399 -1.3106 -2.3291 -0.04 -0.01 0.00
H 2.1229 -1.7715 -3.9454 0.02 0.01 0.02
H -0.1959 -2.3724 0.7154 0.02 -0.04 0.01
H -0.6038 -0.0792 -2.0040 -0.07 -0.02 -0.05
H 4.2186 1.1507 -2.3450 -0.01 0.02 0.00
H -6.1359 1.6662 -1.1863 0.02 -0.01 0.02
H 1.3523 -2.4971 5.2627 0.02 0.01 -0.01
H 3.5431 -2.9180 -1.6404 -0.04 -0.02 -0.01
H -6.5198 -0.3710 0.1572 -0.01 0.00 0.00
H 2.6859 -0.8223 5.7804 -0.01 -0.01 -0.03
H 2.5443 1.8235 -0.6325 0.00 0.02 -0.03
H -0.8137 -1.8365 -1.8084 -0.06 -0.07 0.03
```
Positions in Å, forces in eV/Å.

**Relative energy (zero: lowest compared OMol25 entry of this formula, charge and spin)**: 1.756 eV
**Highest occupied orbital energy**: -0.321 Eh
**Multiplicity**: 1
**Max |F|**: 1.07 eV/Å

C22H24Br2N2O7Ti | ωB97M-V/def2-TZVPD

The geometry in XYZ format:
```
58
Properties=species:S:1:pos:R:3:forces:R:3
Br 0.2720 -2.1562 2.5378 0.29 -0.57 0.26
Br -6.2398 1.6814 0.0300 0.02 -0.08 -0.08
Ti 0.0254 -0.1889 0.0543 0.99 2.40 1.87
O 0.1718 0.7102 1.8017 -0.42 -1.94 -0.68
O 0.7257 1.4404 -0.6859 -0.70 -1.41 -0.95
O -0.2073 -0.7780 -1.6780 0.46 -1.29 -0.71
O -0.4484 0.3531 -3.5685 -0.10 -0.23 0.53
O -2.8350 -2.2219 -0.5720 0.74 -0.15 0.49
O 1.8054 -0.6787 0.1702 2.86 -0.64 -0.35
O -1.5135 -0.9258 0.6504 -1.61 -0.26 0.77
N -1.0998 2.5149 2.2619 -1.10 -0.08 0.13
N 3.9328 -0.0501 -0.3472 -2.16 0.04 0.01
C 1.3959 -4.9162 -0.3144 -0.02 0.23 0.27
C 1.9376 1.1630 -1.3089 -0.18 0.24 -0.71
C -4.5875 0.2418 -1.8039 0.09 -0.06 -0.07
C 4.8879 0.7665 -1.0550 0.18 0.49 -0.30
C -1.3038 3.9256 2.4703 0.09 -0.12 -0.02
C 0.3326 -3.1593 0.9191 -0.33 0.09 0.29
C -2.1228 1.6211 2.7625 0.15 -0.23 -0.15
C -2.1934 0.4641 -1.9264 0.08 0.23 -0.24
C -4.6011 1.1814 -0.7917 -0.02 0.23 0.15
C -0.6318 -3.9237 -1.1285 0.11 0.04 0.12
C -2.2317 1.4313 -0.9229 -0.02 0.08 -0.24
C -3.4412 1.7991 -0.3601 -0.14 -0.05 -0.01
C 2.5930 0.0746 -0.4890 2.01 0.08 0.20
C -3.3766 -0.1103 -2.3792 0.14 0.19 0.06
C -0.8510 0.0116 -2.4737 -1.13 1.14 -2.06
C 1.0073 2.7461 1.0878 -1.04 0.06 2.57
C 0.0281 1.9730 1.7498 2.70 4.42 -0.97
C 1.3611 -4.0775 0.7906 0.12 -0.22 -0.26
C -1.7775 -2.0160 -0.0060 -1.70 -1.66 -0.69
C 4.4777 -0.9061 0.6848 -0.08 -0.46 0.25
C -0.6659 -3.0369 -0.0464 0.06 -0.38 0.00
C 0.3844 -4.8519 -1.2628 -0.15 0.11 -0.08
H 5.7887 0.1752 -1.2178 -0.04 0.03 -0.04
H 2.1156 -4.1408 1.5610 0.01 -0.03 0.03
H -3.4895 2.5567 0.4060 0.06 0.05 0.05
H 0.3901 -5.5250 -2.1081 0.00 -0.01 -0.04
H -3.3514 -0.8478 -3.1678 0.02 -0.07 -0.02
H 2.2014 -5.6283 -0.4161 0.04 -0.07 -0.01
H -2.1962 0.7489 2.1054 -0.23 0.20 0.28
H -1.3221 1.9410 -0.6183 -0.18 0.06 -0.02
H 0.8177 3.7354 0.7183 0.01 0.30 0.18
H -5.5055 -0.2247 -2.1259 -0.05 -0.02 -0.04
H -1.8752 1.2689 3.7672 -0.11 -0.03 0.15
H 5.2374 -0.3551 1.2401 -0.03 0.01 -0.02
H 4.5054 1.0799 -2.0241 -0.01 -0.05 0.05
H 2.5452 2.0805 -1.3742 -0.02 -0.30 0.15
H 4.9301 -1.7980 0.2441 0.00 0.05 0.04
H -1.4297 -3.8625 -1.8535 -0.04 0.06 -0.05
H -1.6422 4.0939 3.4938 -0.10 0.08 0.07
H 5.1538 1.6566 -0.4706 -0.03 -0.15 -0.07
H 2.0215 2.3849 1.0754 0.07 -0.19 -0.26
H -2.0580 4.3152 1.7817 -0.04 0.13 0.00
H 3.6774 -1.2036 1.3603 0.12 -0.02 -0.02
H -3.0721 2.1502 2.7892 -0.12 -0.06 0.01
H 1.7295 0.8143 -2.3400 0.43 -0.11 0.18
H -0.3823 4.4824 2.3235 0.07 -0.12 0.00
```
Positions in Å, forces in eV/Å.

**Relative energy (zero: lowest compared OMol25 entry of this formula, charge and spin)**: 3.835 eV
**Highest occupied orbital energy (alpha / beta)**: -0.226 / -0.218 Eh
**Multiplicity**: 1
**Max |F|**: 5.27 eV/Å

C22H24CaN2O2 | ωB97M-V/def2-TZVPD

The geometry in XYZ format:
```
51
Properties=species:S:1:pos:R:3:forces:R:3
Ca -1.3934 1.4755 -0.0248 -0.19 0.00 -3.54
O 0.3734 0.1567 -1.2871 1.34 0.43 1.10
O 0.8931 1.4187 0.5102 0.87 -1.06 -0.88
N 2.5025 -0.7079 1.7351 1.04 -0.02 0.25
N -1.5556 3.6903 0.1357 0.43 0.80 0.94
C -1.0323 -1.0197 2.6617 0.60 -0.23 0.09
C -2.0019 2.5101 -2.7580 -1.38 -1.66 0.56
C -3.3508 1.4770 1.7892 -3.59 -5.64 -0.44
C 1.2049 0.6235 -0.4363 -2.18 0.22 -0.25
C 2.6310 0.2118 -0.5193 0.50 -0.20 0.20
C -1.1297 -3.4783 -0.2354 -0.16 -0.10 -0.14
C 4.7537 0.1732 -1.6646 0.23 -0.09 0.08
C 1.7072 -2.8199 -0.1503 0.23 -0.16 -0.38
C 0.3255 -0.6924 2.7102 -0.68 -0.29 -0.40
C 1.1930 -1.1944 1.7305 -0.61 -0.19 0.21
C 4.6532 -0.3648 0.7029 -0.09 -0.05 -0.41
C -3.1863 2.8064 -1.9998 -0.19 -1.93 -1.34
C -0.5997 -2.5022 0.7812 -0.09 0.13 0.21
C 3.3683 0.3618 -1.6874 0.45 -0.10 0.30
C -1.9927 1.0882 -3.0292 -1.59 1.02 0.67
C -3.9455 1.5945 -1.8416 1.83 0.38 -0.97
C 5.4001 -0.1525 -0.4579 -0.24 0.21 -0.06
C 3.2500 -0.2716 0.6446 0.35 -0.13 0.06
C 0.7619 -2.1693 0.8071 -0.09 0.52 0.40
C -3.2034 0.5254 -2.4750 0.78 1.56 0.04
C -1.4828 -1.9107 1.6836 -0.13 -0.08 0.09
C -2.2896 2.2686 1.8112 3.51 5.30 5.06
H 1.6201 -2.3741 -1.1529 0.04 -0.02 0.21
H -2.1906 -3.6798 -0.0444 0.20 0.06 -0.08
H -1.2348 4.6238 0.5567 -0.49 -1.55 -0.14
H -1.0407 -3.0830 -1.2590 0.03 -0.04 0.27
H -1.7269 -0.5764 3.3712 0.09 -0.05 -0.19
H -4.9013 1.5104 -1.3569 -0.16 -0.07 0.20
H -3.5379 0.4754 2.3292 0.85 1.03 -1.03
H 1.4804 -3.8878 -0.2515 0.00 0.13 0.03
H 5.1310 -0.6425 1.6513 -0.14 -0.01 -0.43
H 6.4908 -0.2528 -0.4213 -0.40 0.06 -0.06
H -2.5424 -2.1818 1.6245 0.36 0.27 0.04
H 2.7487 -2.7346 0.1717 -0.15 0.06 -0.03
H -2.4428 3.1079 2.5438 0.70 0.58 -1.17
H -3.5012 3.7722 -1.6827 0.06 0.37 0.38
H -1.2480 3.2118 -3.0491 0.32 0.25 0.01
H -1.2399 1.9139 2.0709 -0.98 -0.18 0.28
H 2.9449 -0.6004 2.6362 -0.18 0.04 -0.16
H 2.8433 0.6364 -2.5997 0.10 0.05 0.18
H 0.7170 -0.0002 3.4526 -0.16 0.06 -0.25
H -3.5193 -0.4990 -2.5715 -0.03 -0.28 0.08
H -1.2401 0.5595 -3.5906 0.14 -0.13 0.07
H -4.2083 1.7418 1.2169 -0.91 0.60 0.01
H 5.3389 0.2993 -2.5815 -0.19 -0.04 0.34
H -0.5953 -4.4378 -0.2002 -0.08 0.16 -0.02
```
Positions in Å, forces in eV/Å.

**Relative energy (zero: lowest compared OMol25 entry of this formula, charge and spin)**: 0.000 eV
**Highest occupied orbital energy (alpha / beta)**: 0.049 / 0.032 Eh
**Multiplicity**: 1
**Max |F|**: 8.12 eV/Å
**Total charge**: -2

Which of these has the highest max |F|?
C22H24CaN2O2